The following is a quantum chemistry calculation of a single C21H24N2O4S molecule in a non-equilibrium geometry, from the Open Molecules 2025 dataset.

```
52
Properties=species:S:1:pos:R:3
C -5.1637 1.8301 -6.1600
C -4.4664 2.5113 -4.9932
O -3.4607 1.6430 -4.5105
C -2.5694 2.2132 -3.5873
C -3.1832 2.4762 -2.2056
H -3.9244 3.2727 -2.2822
H -3.6891 1.5714 -1.8639
C -2.1307 2.8925 -1.1765
N -1.2795 1.7938 -0.7856
C -1.2789 1.2874 0.4684
O -1.9279 1.7631 1.3785
C -0.3865 0.1018 0.6663
C 0.2052 -0.0434 1.9159
C 1.0335 -1.1245 2.1919
C 1.2354 -2.0660 1.1870
C 0.6366 -1.9433 -0.0499
C -0.1779 -0.8589 -0.3196
H -0.6716 -0.7892 -1.2772
H 0.8143 -2.7185 -0.7808
S 2.3096 -3.4941 1.5301
O 2.3555 -4.2728 0.2955
C 3.7080 -2.3348 1.4665
C 4.5958 -2.3872 0.4115
C 5.6546 -1.4964 0.3687
C 5.8205 -0.5746 1.3908
C 4.9346 -0.5394 2.4539
C 3.8533 -1.4134 2.4945
C 2.9588 -1.4063 3.6889
O 3.4198 -1.4656 4.8119
N 1.6171 -1.2873 3.4626
C 0.7188 -1.2652 4.6096
C -0.2326 -2.4546 4.5731
H -0.8643 -2.4146 3.6879
H -0.8689 -2.4400 5.4534
H 0.3265 -3.3874 4.5624
H 1.3525 -1.3087 5.4976
H 0.1536 -0.3303 4.6231
H 5.0689 0.1624 3.2628
H 6.6507 0.1149 1.3646
H 6.3526 -1.5279 -0.4541
H 4.4400 -3.1288 -0.3579
H 0.0086 0.7114 2.6614
H -0.6957 1.3759 -1.4908
H -2.6199 3.2328 -0.2607
H -1.5177 3.7071 -1.5777
H -2.1534 3.1521 -3.9885
H -1.7601 1.4817 -3.5066
H -5.1958 2.7361 -4.2018
H -4.0112 3.4598 -5.3198
H -5.6000 0.8919 -5.8294
H -4.4471 1.6182 -6.9486
H -5.9479 2.4724 -6.5505
```

As for the LUMO energy: 0.23 eV. The net charge is 0. As for the HOMO energy: -9.179 eV. As for the orbital gap: 9.41 eV. Its spin multiplicity is 1.